{"formula": "C6H10O", "method": "ωB97M-V/def2-TZVPD", "elements": ["C", "C", "C", "C", "O", "C", "C", "H", "H", "H", "H", "H", "H", "H", "H", "H", "H"], "positions_angstrom": [[-1.71890, 0.03730, -0.82649], [-0.74903, -0.58182, 0.16883], [0.50328, -1.32013, -0.38545], [1.39365, -0.47893, 0.51984], [1.86764, 0.71843, -0.31154], [0.83897, 1.51584, 0.26377], [0.19105, 0.34054, 1.00166], [-2.46519, 0.66300, -0.32173], [-2.25672, -0.74183, -1.38011], [-1.19617, 0.65979, -1.56188], [-1.30243, -1.23634, 0.85276], [0.54073, -2.40169, -0.28452], [0.74244, -1.04325, -1.40662], [2.17054, -0.93971, 1.14524], [0.23771, 2.04685, -0.47443], [1.25833, 2.25529, 0.95043], [-0.05593, 0.50665, 2.05024]], "forces_ev_per_a": [[0.02, 0.01, -0.01], [-0.08, 0.01, 0.06], [0.00, 0.01, -0.10], [0.80, 0.96, -1.00], [0.08, -1.70, 1.00], [-0.49, 0.25, 0.44], [-0.24, 0.36, 0.13], [0.12, -0.09, -0.06], [0.10, 0.11, 0.10], [-0.05, -0.10, 0.12], [0.11, 0.10, -0.07], [-0.07, -0.07, 0.13], [-0.10, -0.15, -0.27], [-0.15, 0.35, -0.28], [-0.04, -0.03, -0.15], [0.00, 0.06, 0.07], [0.00, -0.08, -0.09]], "mulliken_charge": [-1.53, 0.27, -1.08, 0.28, -0.47, -0.60, -0.29, 0.33, 0.38, 0.36, 0.37, 0.32, 0.30, 0.40, 0.27, 0.26, 0.42], "homo_ev": -9.4, "e_tot_ev": -8429.6273, "relative_energy_ev": 1.613, "smiles": "C[C@H]1C[C@H]2OC[C@@H]12", "homo_lumo_gap_ev": 10.5}

=====

{"formula": "C10H15IrO4P", "method": "ωB97M-V/def2-TZVPD", "elements": ["Ir", "O", "C", "C", "O", "C", "O", "C", "O", "C", "C", "P", "C", "C", "C", "C", "H", "H", "H", "H", "H", "H", "H", "H", "H", "H", "H", "H", "H", "H", "H"], "positions_angstrom": [[0.05186, -1.26547, -2.19834], [-0.11872, 1.47004, -3.62503], [-0.04051, 0.48012, -3.02782], [1.68888, -2.08958, -1.57187], [2.69247, -2.55083, -1.21838], [-1.72799, -1.98721, -1.85798], [-2.80566, -2.39040, -1.73740], [0.07754, -2.04161, -4.04533], [0.00900, -2.36957, -5.14599], [2.64760, 0.34267, 0.90070], [1.27964, -0.22681, 1.26025], [-0.06092, -0.10148, 0.00663], [-1.48908, -0.76921, 0.97621], [-1.64010, -0.38666, 2.44272], [-0.32562, 1.70497, -0.23380], [-0.45721, 2.61665, 0.98351], [3.15002, -0.29386, 0.16476], [3.27802, 0.33627, 1.79996], [2.60147, 1.37355, 0.52095], [1.36801, -1.30049, 1.49391], [0.90640, 0.25975, 2.17364], [-2.39910, -0.51815, 0.41347], [-1.37395, -1.86193, 0.91810], [-1.85787, 0.67297, 2.57537], [-2.49491, -0.92685, 2.86176], [-0.76509, -0.63898, 3.04800], [0.53063, 2.03526, -0.83894], [-1.21619, 1.79495, -0.87323], [0.40914, 2.57002, 1.65909], [-0.54592, 3.65078, 0.62320], [-1.37182, 2.41110, 1.55186]], "forces_ev_per_a": [[-0.14, -1.03, -1.28], [0.17, -3.96, 1.99], [-0.04, 6.92, -2.97], [6.45, -2.76, 2.86], [-4.18, 1.76, -1.69], [-6.28, -2.52, 1.51], [4.09, 1.52, -0.75], [-0.17, -2.58, -6.85], [0.29, 1.25, 4.24], [0.39, 0.01, -0.50], [-0.46, -0.17, 0.31], [2.37, 0.45, 2.11], [-2.39, 0.71, 2.01], [1.64, -0.23, -1.31], [-1.95, 1.58, 0.93], [0.90, -1.31, -0.24], [0.06, 0.29, 0.06], [-0.21, 0.01, -0.19], [0.01, -0.28, 0.13], [0.03, 0.15, 0.08], [-0.02, -0.15, -0.26], [0.14, 0.22, 0.06], [0.83, -0.21, -0.25], [-0.55, 0.41, 0.10], [-0.68, -0.04, 0.24], [-0.26, -0.23, -0.09], [0.64, -0.51, -0.04], [0.09, 0.07, 0.13], [-0.20, 0.07, -0.31], [-0.27, 0.31, 0.02], [-0.33, 0.25, -0.02]], "mulliken_spin": [1.71, 0.12, 0.15, 0.14, 0.11, 0.13, 0.11, 0.14, 0.02, 0.03, 0.03, 0.42, 0.17, 0.08, 0.14, 0.05, 0.00, 0.00, 0.00, 0.01, 0.00, 0.00, 0.07, 0.05, 0.09, 0.00, 0.08, 0.00, 0.00, 0.07, 0.05], "homo_ev": [-18.1, -22.1], "e_tot_ev": -30891.9950, "relative_energy_ev": 0.000, "multiplicity": 5, "charge": 3, "homo_lumo_gap_ev": [6.4, 4.7]}

=====

{"formula": "C2H7NO2S2", "method": "ωB97M-V/def2-TZVPD", "elements": ["C", "C", "N", "O", "O", "S", "S", "H", "H", "H", "H", "H", "H", "H"], "positions_angstrom": [[-1.36083, -0.71099, -0.09199], [0.07441, -0.12712, -0.38657], [1.11405, -1.05023, -0.12284], [-0.69747, 2.46995, 0.38768], [1.81390, 1.82224, -0.08605], [-1.78609, -0.62392, 1.66944], [0.34309, 1.44686, 0.67223], [-1.48639, -1.74081, -0.26457], [-2.05451, -0.08274, -0.82247], [0.28742, 0.24439, -1.74820], [1.31045, -1.80651, -0.76371], [2.03061, -0.69698, -0.16240], [1.93761, 2.71714, -0.40975], [-1.52626, -1.86129, 2.12920]], "forces_ev_per_a": [[0.19, 2.83, -1.48], [0.19, 0.62, -4.32], [0.39, -1.21, 1.16], [1.18, -1.38, -0.38], [-0.58, -0.94, 0.24], [-0.64, 0.89, 0.54], [0.14, 0.56, -0.32], [0.34, -1.19, -1.08], [0.91, -1.40, 2.11], [-1.41, -0.50, 3.91], [-1.53, -0.37, -0.38], [1.18, 1.69, 0.58], [-0.57, 0.38, 0.04], [0.22, 0.02, -0.61]], "mulliken_charge": [-0.76, 0.27, -0.69, -0.54, -0.50, -0.21, 0.56, 0.40, 0.28, 0.28, 0.23, 0.22, 0.32, 0.13], "homo_ev": -9.0, "e_tot_ev": -29440.1811, "relative_energy_ev": 3.547, "homo_lumo_gap_ev": 9.6}